{
  "formula": "C24H23CaN8OS",
  "method": "ωB97M-V/def2-TZVPD",
  "e_above_lowest_kj_mol": 117.0,
  "homo_ev": -10.39,
  "orbital_gap_ev": 7.270,
  "charge": 1,
  "symbols": ["Ca", "N", "C", "S", "N", "N", "C", "C", "C", "C", "C", "C", "N", "H", "H", "H", "H", "H", "H", "H", "O", "C", "C", "C", "C", "C", "C", "N", "H", "H", "H", "H", "H", "H", "H", "C", "C", "N", "C", "C", "C", "C", "C", "C", "C", "C", "N", "C", "N", "H", "H", "H", "H", "H", "H", "H", "H", "H"],
  "coordinates": [[0.38629, 0.80794, 1.81045], [1.79135, -1.39295, 5.46847], [1.03652, -0.80694, 4.52039], [1.09469, -1.47714, 2.93474], [0.29351, 0.19909, 4.92992], [-0.25482, 1.03821, 4.04491], [-1.24625, 1.72985, 4.49130], [-1.77293, 2.89332, 3.79877], [-2.59473, 3.78114, 4.49838], [-2.97030, 4.96737, 3.90060], [-2.53316, 5.24015, 2.60960], [-1.76983, 4.28564, 1.96509], [-1.39922, 3.13484, 2.52827], [2.19217, -2.29069, 5.26947], [1.66381, -1.11757, 6.42912], [-1.61164, 1.53858, 5.49728], [-2.90804, 3.53576, 5.50409], [-3.57996, 5.68338, 4.43518], [-2.79026, 6.16747, 2.11879], [-1.43645, 4.44288, 0.94481], [-1.77921, 0.74269, 1.17840], [-2.09869, 1.34647, -0.07402], [-0.87473, 1.50959, -0.94675], [-0.91977, 1.24716, -2.30838], [0.22017, 1.45714, -3.06826], [1.36372, 1.93303, -2.44358], [1.32190, 2.15782, -1.08045], [0.23291, 1.94541, -0.33753], [-1.85292, 1.45154, 1.85304], [-2.52117, 2.34018, 0.09467], [-2.85391, 0.74406, -0.57726], [-1.83402, 0.88444, -2.75947], [0.21797, 1.25455, -4.13141], [2.27113, 2.11990, -3.00012], [2.19612, 2.52719, -0.55497], [3.01867, -2.22797, -0.80698], [2.64812, -1.03438, -0.21323], [1.37519, -0.69673, -0.00387], [0.43065, -1.55441, -0.39338], [0.69207, -2.75796, -1.03564], [2.03007, -3.10300, -1.22023], [-0.41451, -3.64393, -1.45427], [-0.56883, -4.15583, -2.67590], [0.24446, -3.82019, -3.86345], [0.59486, -2.51396, -4.20625], [1.36116, -2.34966, -5.34597], [1.74657, -3.37201, -6.10225], [1.32556, -4.57005, -5.71724], [0.58798, -4.84214, -4.64822], [4.06386, -2.47398, -0.93246], [3.39737, -0.32181, 0.11271], [-0.60004, -1.27213, -0.19447], [2.28395, -4.05171, -1.67518], [-1.11458, -3.91315, -0.67063], [-1.33574, -4.89723, -2.86537], [0.26967, -1.66777, -3.61763], [1.68415, -1.36666, -5.67419], [1.59908, -5.41480, -6.33949]],
  "forces_ev_per_angstrom": [[1.030, 0.082, -0.478], [-0.121, -0.048, 0.103], [-0.154, 0.028, -0.180], [0.214, -0.206, -0.002], [0.093, -0.048, 1.199], [-0.435, 0.025, 0.055], [0.279, -0.173, 0.386], [-0.219, 0.488, -0.138], [0.078, -0.162, -0.021], [0.050, 0.049, -0.106], [-0.074, -0.002, 0.137], [-0.021, 0.001, -0.177], [0.210, -0.287, 0.271], [0.044, -0.032, 0.002], [-0.011, 0.046, -0.039], [0.071, -0.006, 0.016], [0.032, 0.029, 0.010], [-0.027, -0.025, 0.000], [0.024, -0.022, -0.050], [0.022, 0.006, 0.013], [-0.440, 0.017, -0.121], [-0.039, 0.116, -0.266], [-0.066, -0.009, -0.070], [0.008, 0.034, 0.002], [0.010, 0.023, 0.076], [-0.005, 0.013, -0.030], [-0.044, 0.102, -0.075], [-0.078, 0.255, -0.321], [-0.416, 0.058, -0.199], [-0.089, -0.053, 0.043], [0.034, -0.053, 0.024], [0.006, -0.016, 0.000], [-0.015, 0.010, 0.000], [0.004, 0.005, 0.018], [0.020, -0.041, -0.025], [0.038, 0.002, -0.020], [0.034, 0.017, -0.076], [-0.059, -0.181, 0.087], [0.042, -0.039, -0.151], [0.076, 0.045, -0.013], [-0.122, 0.075, -0.017], [-0.003, -0.092, -0.118], [0.007, 0.112, 0.125], [0.105, 0.157, -0.205], [-0.010, -0.124, 0.053], [0.000, -0.017, 0.025], [0.057, 0.005, -0.104], [-0.077, 0.029, 0.028], [-0.009, -0.152, 0.144], [-0.001, 0.036, 0.003], [0.016, -0.048, 0.040], [0.000, -0.015, 0.032], [-0.006, -0.004, -0.024], [-0.032, -0.092, -0.044], [-0.066, 0.033, 0.084], [0.033, 0.005, 0.063], [-0.033, 0.008, 0.033], [0.032, 0.038, -0.001]]
}

---

{
  "formula": "C24H23Cl2F5N5O3STeZn",
  "method": "ωB97M-V/def2-TZVPD",
  "e_above_lowest_kj_mol": 237.9,
  "homo_ev": -5.25,
  "orbital_gap_ev": 7.303,
  "charge": -1,
  "symbols": ["Zn", "C", "C", "N", "C", "S", "N", "N", "C", "C", "C", "C", "C", "C", "C", "N", "H", "H", "H", "H", "H", "H", "H", "H", "H", "H", "H", "H", "H", "Cl", "C", "C", "C", "C", "C", "Cl", "C", "N", "C", "C", "C", "C", "C", "C", "C", "C", "O", "O", "H", "H", "H", "H", "H", "H", "H", "H", "H", "H", "F", "Te", "F", "F", "F", "F", "O"],
  "coordinates": [[-0.02758, -1.24120, 1.44552], [-2.49328, 0.92300, 6.13712], [-3.19338, 0.63070, 4.81232], [-2.49298, 1.21260, 3.69452], [-1.38898, 0.65070, 3.16132], [-0.95668, -0.93780, 3.60802], [-0.65818, 1.42550, 2.38132], [0.28492, 0.83150, 1.67182], [1.26972, 1.49260, 1.15892], [1.40932, 2.97060, 1.37622], [2.26062, 0.69160, 0.46132], [3.29802, 1.22940, -0.31288], [4.22992, 0.37420, -0.87158], [4.10592, -0.99090, -0.66588], [3.03312, -1.44450, 0.09212], [2.15362, -0.63260, 0.64082], [-3.03058, 0.45410, 6.95532], [-2.42918, 1.99670, 6.30702], [-1.49198, 0.50300, 6.10842], [-4.21438, 1.01960, 4.81892], [-3.21798, -0.44850, 4.65112], [-2.59548, 2.20220, 3.52752], [1.04052, 3.20450, 2.37582], [0.78242, 3.51180, 0.67122], [2.43672, 3.30830, 1.27522], [3.36412, 2.29420, -0.48278], [5.03742, 0.76900, -1.47508], [4.81482, -1.68730, -1.08748], [2.85752, -2.49800, 0.25112], [-0.15168, 0.90440, -4.98498], [-0.21618, 2.15940, -3.79148], [0.17522, 3.42840, -4.17498], [0.05022, 4.49220, -3.29878], [-0.53678, 4.28880, -2.06038], [-0.92688, 3.01920, -1.68128], [-1.71758, 2.78150, -0.14948], [-0.69978, 1.89000, -2.49548], [-1.01748, 0.64040, -2.05228], [-0.25768, -0.51100, -2.33488], [1.08922, -0.38930, -2.65578], [1.84132, -1.50180, -2.96948], [1.24952, -2.75040, -2.96628], [-0.07808, -2.88460, -2.60048], [-0.84598, -1.77900, -2.26158], [-2.22538, -1.96390, -1.68378], [-2.05668, -1.85390, -0.17228], [-2.30688, -2.84600, 0.56072], [-1.67528, -0.75950, 0.28982], [0.56132, 3.57810, -5.17028], [0.37512, 5.47690, -3.59748], [-0.69618, 5.11440, -1.38488], [-1.48008, 0.59210, -1.14658], [1.55072, 0.58840, -2.61678], [2.89122, -1.38410, -3.19668], [1.82722, -3.63040, -3.20058], [-0.51518, -3.87040, -2.57398], [-2.62128, -2.94830, -1.92288], [-2.91068, -1.18570, -2.02658], [0.63522, -5.17870, -0.38918], [-0.55258, -4.05800, 0.72912], [-1.62138, -4.70930, -0.83698], [-1.08138, -3.56830, 2.55822], [0.86532, -4.73040, 1.93692], [-1.49638, -5.63650, 1.36722], [0.38742, -2.63000, 0.26742]],
  "forces_ev_per_angstrom": [[0.559, 1.755, 1.443], [-0.139, -0.084, -0.226], [0.004, -0.050, 0.308], [-0.085, 0.252, -0.150], [0.642, -0.322, 0.166], [0.127, -0.568, -0.117], [-0.503, 1.661, -0.089], [0.549, -0.542, -0.217], [-1.005, 0.566, 0.739], [-0.010, -0.201, 0.058], [0.774, -0.422, -0.458], [-0.382, 0.034, 0.252], [-0.011, -0.251, -0.002], [0.070, 0.207, 0.097], [0.255, -0.173, -0.231], [-0.158, 0.249, 0.119], [-0.105, 0.002, 0.217], [0.013, 0.073, 0.103], [0.144, 0.018, 0.030], [0.026, -0.063, -0.042], [-0.210, 0.132, -0.001], [0.054, -0.024, -0.086], [0.031, 0.026, -0.050], [-0.005, 0.145, -0.084], [0.090, 0.000, -0.015], [-0.041, 0.053, 0.034], [0.015, 0.013, -0.001], [0.003, -0.077, -0.010], [-0.003, -0.152, 0.010], [-0.136, 0.133, -0.271], [-0.027, 0.038, 0.110], [0.008, 0.064, 0.147], [-0.016, -0.003, -0.074], [-0.049, -0.061, -0.013], [0.007, -0.047, -0.035], [0.097, 0.085, -0.255], [0.021, 0.296, -0.186], [-0.469, -0.110, 0.314], [0.343, -0.326, -0.064], [-0.024, -0.012, 0.285], [0.036, -0.006, -0.039], [0.033, -0.077, -0.055], [0.028, 0.065, -0.387], [0.123, 0.161, -0.298], [-0.001, -0.128, 0.077], [-1.024, 1.483, -1.153], [0.234, -0.886, 0.679], [-0.284, 0.175, -0.264], [0.051, -0.025, -0.112], [-0.005, 0.094, 0.002], [-0.048, 0.056, 0.101], [0.049, -0.010, -0.070], [0.022, 0.040, -0.097], [0.052, -0.031, -0.067], [0.056, -0.126, -0.038], [-0.075, -0.038, 0.160], [0.029, 0.092, -0.014], [0.041, 0.078, 0.055], [-0.587, 0.856, 0.478], [-0.759, -7.798, 1.892], [0.573, 0.996, 0.554], [0.228, 0.420, -1.205], [-0.559, 0.662, -0.771], [0.633, 1.049, -0.524], [0.698, 0.585, -0.654]]
}

---

{
  "formula": "C24H23ClN2OPSc",
  "method": "ωB97M-V/def2-TZVPD",
  "e_above_lowest_kj_mol": 183.9,
  "homo_ev": -14.04,
  "orbital_gap_ev": 5.032,
  "charge": 2,
  "symbols": ["Sc", "Cl", "P", "C", "C", "C", "C", "C", "C", "C", "C", "C", "C", "C", "C", "C", "C", "C", "C", "C", "C", "H", "H", "H", "H", "H", "H", "H", "H", "H", "H", "H", "H", "H", "H", "H", "H", "H", "N", "C", "O", "C", "C", "C", "N", "C", "C", "H", "H", "H", "H", "H", "H"],
  "coordinates": [[-0.87063, -1.81571, 1.21432], [-2.12277, -3.58583, 0.60236], [0.40790, 0.14076, -1.14827], [2.22663, 0.46481, -1.27220], [2.77167, 1.64872, -1.81747], [4.16304, 1.80190, -1.91787], [5.01319, 0.79697, -1.43379], [4.47935, -0.34250, -0.81377], [3.09836, -0.52169, -0.74557], [0.13496, -1.26254, -2.34074], [-1.19988, -1.54708, -2.69905], [-1.50114, -2.73036, -3.35585], [-0.47619, -3.60088, -3.73548], [0.86866, -3.24640, -3.53648], [1.16962, -2.04596, -2.87233], [-0.20992, 1.50944, -2.24317], [-1.19915, 2.37046, -1.70110], [-1.75162, 3.40133, -2.47208], [-1.30626, 3.59296, -3.78859], [-0.34900, 2.73059, -4.34043], [0.19824, 1.68112, -3.58589], [-1.98783, -0.83320, -2.42394], [-2.54614, -3.01859, -3.52048], [-0.72516, -4.59085, -4.12191], [1.63769, -3.95583, -3.87179], [2.21314, -1.70805, -2.78284], [2.11390, 2.44569, -2.18574], [4.60107, 2.71437, -2.33914], [6.09401, 0.95891, -1.45552], [5.14902, -1.07878, -0.36110], [2.69759, -1.44275, -0.30210], [-1.54729, 2.21683, -0.67331], [-2.52734, 4.05551, -2.04983], [-1.72999, 4.39326, -4.40725], [-0.03503, 2.86981, -5.37760], [0.92352, 1.00661, -4.05969], [1.16435, 2.72811, 1.67537], [0.41845, 2.82556, 1.57285], [-2.33569, -1.56168, 7.80032], [-2.90092, -0.72668, 6.87319], [-3.91870, -0.10578, 7.14586], [-2.23288, -0.56273, 5.51070], [-1.03926, -1.21394, 5.16270], [-0.51696, -0.99962, 3.87712], [-1.18849, -0.28491, 2.89624], [-2.17217, 0.57151, 3.37657], [-2.77510, 0.40432, 4.61941], [-2.78652, -1.66330, 8.69238], [-1.44498, -2.02837, 7.67924], [-0.49627, -1.91265, 5.82428], [0.50091, -1.31142, 3.61681], [-2.48672, 1.38238, 2.72870], [-3.66525, 0.98613, 4.88395]],
  "forces_ev_per_angstrom": [[-0.150, 1.275, -0.752], [0.647, 1.030, 0.463], [0.704, -0.063, -2.132], [0.415, -0.379, 0.787], [-0.094, -0.187, 0.002], [-0.017, -0.429, 0.251], [-0.341, 0.335, 0.330], [0.030, 0.048, -0.066], [-0.011, 0.592, -0.223], [0.016, -0.051, -0.180], [0.241, 0.070, 0.757], [-0.232, -0.294, -0.081], [0.358, -0.062, 0.436], [-0.630, -0.065, -0.069], [0.291, -0.259, 0.061], [-1.398, 0.667, 0.797], [0.355, -0.189, -0.475], [0.169, 0.026, -0.177], [-0.115, -0.224, 0.219], [0.024, -0.201, 0.365], [-0.262, -0.002, 0.158], [0.179, -0.382, -0.039], [0.459, 0.248, -0.102], [0.096, 0.405, -0.129], [-0.196, 0.642, 0.139], [-0.562, -0.400, 0.167], [0.381, -0.412, 0.253], [-0.334, -0.410, 0.135], [-0.382, -0.190, -0.080], [-0.240, 0.203, -0.281], [0.135, 0.342, -0.107], [0.162, 0.102, -0.364], [0.443, -0.352, -0.218], [0.201, -0.354, 0.341], [-0.061, -0.085, 0.376], [-0.314, 0.274, 0.325], [-0.549, 0.052, -0.082], [0.547, -0.074, 0.064], [0.653, 0.085, -1.297], [-1.014, 0.049, 1.690], [0.947, -0.357, -1.047], [-0.002, 0.461, -0.152], [0.439, 0.001, -0.717], [-1.303, 0.032, -0.243], [0.359, 0.431, 1.596], [0.020, -1.257, -0.518], [0.800, -0.675, 0.267], [-0.183, 0.145, 0.081], [-0.414, 0.185, 0.069], [-0.371, 0.714, -0.347], [-0.242, -0.479, -0.068], [-0.186, -0.421, -0.314], [0.533, -0.159, 0.132]]
}